{"formula": "C6H28N6O8", "method": "wB97M-V/def2-TZVPD", "species": ["O", "H", "H", "O", "H", "H", "O", "H", "H", "O", "H", "H", "C", "O", "N", "N", "H", "H", "H", "H", "C", "O", "N", "N", "H", "H", "H", "H", "C", "O", "N", "N", "H", "H", "H", "H", "C", "C", "C", "O", "H", "H", "H", "H", "H", "H", "H", "H"], "xyz": [[-2.473, 1.947, 0.290], [-2.661, 1.974, 1.228], [-3.029, 2.629, -0.086], [-0.404, 0.563, -0.951], [-0.958, 1.335, -0.833], [-0.634, -0.011, -0.221], [-3.897, 2.879, -2.584], [-3.642, 3.754, -2.879], [-3.069, 2.446, -2.375], [0.635, 0.191, -3.453], [-0.178, 0.262, -3.954], [0.380, 0.390, -2.552], [-1.415, -1.510, 1.650], [-0.951, -1.603, 0.540], [-0.755, -1.271, 2.746], [-2.671, -1.625, 1.819], [-1.178, -1.597, 3.603], [0.240, -1.253, 2.571], [-2.881, -2.374, 1.174], [-2.885, -1.746, 2.798], [-2.717, -2.652, -2.268], [-3.380, -3.293, -2.971], [-2.296, -1.449, -2.466], [-2.371, -3.196, -1.173], [-1.633, -1.177, -1.754], [-2.582, -0.896, -3.261], [-1.896, -2.435, -0.708], [-2.969, -3.912, -0.785], [2.564, -2.777, 0.738], [3.715, -2.896, 0.488], [1.960, -1.694, 0.779], [1.747, -3.773, 0.944], [0.992, -1.722, 0.493], [2.501, -0.863, 0.584], [2.012, -4.717, 0.702], [0.807, -3.629, 1.285], [3.595, 2.665, 2.001], [3.458, 2.841, 0.530], [1.910, 2.881, 0.121], [3.923, 4.094, 0.149], [4.477, 3.095, 2.476], [3.653, 1.600, 2.227], [2.757, 3.137, 2.514], [3.949, 2.089, -0.089], [1.363, 3.604, 0.726], [1.436, 1.913, 0.286], [1.852, 3.111, -0.943], [3.599, 4.669, 0.846]], "charge": -1, "homo_ev": [-0.24, -6.68], "multiplicity": 2, "homo_lumo_gap_ev": [2.48, 8.86]}

{"formula": "C6H28NO7", "method": "wB97M-V/def2-TZVPD", "species": ["C", "O", "C", "C", "C", "C", "C", "N", "H", "H", "H", "H", "H", "H", "H", "H", "H", "H", "H", "H", "H", "H", "H", "H", "H", "H", "O", "H", "H", "O", "H", "H", "O", "H", "H", "O", "H", "H", "O", "H", "H", "O"], "xyz": [[-0.282, -1.661, 1.535], [-1.073, -0.999, 2.530], [-0.008, -0.649, 0.462], [1.076, -1.177, -0.502], [0.420, -1.731, -1.850], [0.125, -3.226, -1.596], [1.543, -1.521, -2.916], [0.412, 0.676, 1.006], [0.570, -2.056, 2.089], [-0.846, -2.490, 1.107], [-2.002, -1.229, 2.596], [-0.945, -0.452, -0.042], [1.690, -1.923, -0.006], [1.686, -0.359, -0.873], [-0.524, -1.237, -2.060], [-0.921, -3.307, -1.312], [0.377, -3.840, -2.464], [0.778, -3.641, -0.828], [1.993, -2.505, -3.024], [1.084, -1.155, -3.834], [2.339, -0.840, -2.635], [0.623, 1.329, 0.244], [-0.283, 1.049, 1.672], [1.282, 0.520, 1.498], [-3.207, 0.033, 0.013], [-3.703, -1.457, -0.490], [-2.990, -0.903, -0.169], [-0.350, 1.673, -2.615], [-0.222, 2.785, -1.563], [0.172, 1.935, -1.842], [3.922, 0.301, 1.204], [4.017, 1.057, 2.572], [3.416, 0.733, 1.898], [-1.431, 2.613, 2.700], [-0.146, 3.435, 2.566], [-0.641, 2.723, 2.146], [-4.523, 1.512, 0.690], [-3.661, 2.319, -0.453], [-3.664, 1.715, 0.302], [0.791, 4.473, 1.123], [1.615, 3.663, 0.088], [1.489, 3.813, 1.035]], "homo_ev": [-2.48, -10.60], "multiplicity": 2, "homo_lumo_gap_ev": [2.80, 10.84]}

{"formula": "C6H28O9", "method": "wB97M-V/def2-TZVPD", "species": ["C", "C", "C", "C", "C", "C", "O", "H", "H", "H", "H", "H", "H", "H", "H", "H", "H", "H", "H", "O", "H", "H", "O", "H", "H", "O", "H", "H", "O", "H", "H", "O", "H", "H", "O", "H", "H", "O", "H", "H", "O", "H", "H"], "xyz": [[-2.745, -0.761, 1.369], [-1.433, -0.823, 1.451], [-0.558, -0.113, 2.444], [0.904, -0.627, 2.590], [1.618, -0.558, 1.216], [2.986, 0.156, 1.371], [2.911, 1.578, 1.138], [-3.466, -0.176, 1.976], [-3.359, -1.300, 0.659], [-0.908, -1.523, 0.777], [-0.903, -0.345, 3.488], [-0.703, 0.946, 2.320], [0.872, -1.689, 2.789], [1.378, -0.170, 3.448], [1.024, -0.198, 0.402], [1.704, -1.556, 0.782], [3.750, -0.310, 0.751], [3.214, 0.051, 2.419], [2.656, 1.610, 0.177], [-2.257, -0.655, -3.869], [-1.551, -1.039, -4.405], [-1.688, -0.412, -3.084], [-0.359, -2.100, -1.360], [-0.244, -2.596, -0.541], [-0.957, -1.348, -1.360], [0.321, 3.141, 1.192], [1.205, 3.491, 1.024], [0.624, 2.361, 1.733], [1.807, 3.083, -2.154], [1.505, 2.222, -1.864], [1.100, 3.730, -2.176], [2.307, -2.695, -1.297], [2.297, -3.228, -2.100], [1.442, -2.269, -1.184], [-2.201, -3.783, 0.292], [-2.247, -2.783, 0.190], [-3.089, -3.997, -0.033], [-0.669, 0.655, -2.359], [-1.152, 1.500, -2.254], [-0.180, 0.965, -3.143], [-1.367, 3.829, -1.170], [-2.247, 4.100, -1.431], [-1.341, 3.637, -0.214]], "smiles": "C=CCCCCO.O.O.O.O.O.O.O.O", "homo_ev": -10.15, "multiplicity": 1, "homo_lumo_gap_ev": 10.26}

{"formula": "C6H29NO10", "method": "wB97M-V/def2-TZVPD", "species": ["N", "C", "C", "C", "C", "C", "C", "O", "H", "H", "H", "H", "H", "H", "H", "H", "H", "H", "H", "O", "H", "H", "O", "H", "H", "O", "H", "H", "O", "H", "H", "O", "H", "H", "O", "H", "H", "O", "H", "H", "O", "H", "H", "O", "H", "H"], "xyz": [[-1.070, -0.884, -2.007], [-0.896, -0.749, -0.615], [-1.286, -1.552, 0.372], [-1.139, -1.160, 1.821], [-0.347, 0.123, 2.176], [-1.012, 1.391, 1.836], [-2.325, 1.549, 2.528], [-3.222, 2.243, 2.070], [-0.887, -0.208, -2.719], [-2.027, -1.221, -2.179], [-0.325, 0.156, -0.399], [-1.812, -2.489, 0.361], [-2.196, -0.886, 2.079], [-0.742, -1.926, 2.505], [-0.114, 0.155, 3.281], [0.717, 0.050, 1.688], [-0.343, 2.239, 2.179], [-1.201, 1.684, 0.765], [-2.535, 1.020, 3.477], [2.120, -1.287, 1.883], [1.807, -1.955, 1.231], [3.004, -1.619, 2.173], [1.290, -3.013, -2.144], [0.999, -3.709, -2.741], [0.665, -2.266, -1.964], [-3.351, 2.714, -0.571], [-3.648, 2.752, 0.375], [-2.967, 1.829, -0.297], [-0.933, 3.647, -0.944], [-0.287, 3.517, -0.263], [-1.875, 3.368, -0.851], [3.237, -1.266, -1.411], [3.650, -1.983, -0.912], [2.678, -1.840, -1.975], [-0.256, 2.113, -3.087], [-0.590, 2.562, -2.280], [-0.771, 2.402, -3.848], [1.144, 0.698, -1.461], [1.075, 1.316, -2.212], [2.051, 0.330, -1.567], [1.197, -3.540, 0.554], [0.394, -3.003, 0.518], [1.148, -3.810, -0.391], [3.908, 0.690, 1.258], [3.412, 0.221, 0.567], [3.661, 1.599, 1.142]], "smiles": "N/C=C/CCCC=O.O.O.O.O.O.O.O.O.O", "homo_ev": -8.67, "multiplicity": 1, "homo_lumo_gap_ev": 8.92}

{"formula": "C6H29NO8", "method": "wB97M-V/def2-TZVPD", "species": ["C", "C", "C", "N", "C", "C", "C", "O", "H", "H", "H", "H", "H", "H", "H", "H", "H", "H", "H", "H", "H", "H", "H", "O", "H", "H", "O", "H", "H", "O", "H", "H", "O", "H", "H", "O", "H", "H", "O", "H", "H", "O", "H", "H"], "xyz": [[1.869, 0.663, 2.976], [0.351, 0.796, 2.906], [-0.167, 0.399, 1.483], [-0.238, -1.036, 1.468], [-0.663, -1.723, 0.182], [0.372, -2.839, -0.152], [-1.989, -2.400, 0.436], [-2.906, -1.475, 1.083], [2.233, -0.153, 2.373], [2.168, 0.542, 4.027], [2.466, 1.548, 2.694], [-0.118, 0.174, 3.666], [0.099, 1.841, 3.069], [-1.191, 0.789, 1.408], [0.475, 0.866, 0.719], [0.638, -1.513, 1.647], [-0.486, -0.927, -0.552], [1.318, -2.395, -0.480], [0.224, -3.602, 0.613], [0.235, -3.338, -1.130], [-1.813, -3.162, 1.192], [-2.467, -2.587, -0.521], [-2.431, -1.242, 1.877], [-2.788, 2.251, 1.468], [-2.798, 1.381, 1.893], [-3.736, 2.486, 1.486], [-0.332, 1.501, -2.606], [-0.854, 1.869, -1.867], [-1.019, 0.961, -3.024], [4.403, 1.034, -0.512], [3.473, 1.116, -0.792], [4.485, 1.676, 0.197], [-2.701, -0.425, -2.787], [-3.289, 0.341, -2.915], [-2.957, -0.813, -1.943], [4.178, -1.906, -0.867], [4.331, -1.717, -1.791], [4.178, -1.003, -0.496], [-1.889, 2.992, -1.046], [-1.949, 3.088, -0.078], [-1.449, 3.774, -1.394], [2.195, 0.751, -2.232], [2.049, 0.197, -3.002], [1.394, 1.316, -2.215]], "smiles": "CCCN[C@@H](C)CO.O.O.O.O.O.O.O", "homo_ev": -9.13, "multiplicity": 1, "homo_lumo_gap_ev": 9.30}

{"formula": "C6H29NO8", "method": "wB97M-V/def2-TZVPD", "species": ["C", "C", "C", "C", "C", "C", "N", "H", "H", "H", "H", "H", "H", "H", "H", "H", "H", "H", "H", "H", "O", "H", "H", "O", "H", "H", "O", "H", "H", "O", "H", "H", "O", "H", "H", "O", "H", "H", "O", "H", "H", "O", "H", "H"], "xyz": [[1.555, 2.556, 1.044], [2.417, 1.284, 0.793], [1.571, 0.003, 0.550], [1.329, -0.994, 1.660], [2.522, -1.784, 2.080], [0.154, -1.030, 2.290], [-0.163, -1.866, 3.384], [0.922, 2.329, 1.929], [2.129, 3.465, 1.164], [0.650, 2.571, 0.422], [2.953, 1.303, 1.744], [3.071, 1.280, -0.073], [0.627, 0.190, 0.022], [2.110, -0.523, -0.248], [3.534, -1.551, 1.734], [2.466, -2.844, 1.800], [2.723, -1.719, 3.160], [-0.534, -0.243, 2.005], [0.631, -2.466, 3.564], [-0.983, -2.421, 3.187], [-2.072, 2.829, -0.613], [-2.301, 1.940, -0.906], [-1.133, 2.971, -0.750], [-0.710, -2.214, -3.012], [-1.252, -2.649, -2.339], [0.213, -2.252, -2.745], [1.015, 1.526, 3.624], [0.707, 1.447, 4.541], [1.344, 0.615, 3.560], [0.515, 0.787, -4.095], [1.067, 0.775, -3.317], [0.169, -0.112, -4.135], [1.228, 2.259, -1.919], [1.637, 2.370, -1.048], [0.308, 2.518, -1.860], [-3.493, -0.669, -0.516], [-2.660, -0.613, -1.030], [-4.142, -0.708, -1.230], [-1.476, 0.154, -2.153], [-1.347, 0.904, -2.745], [-1.371, -0.658, -2.673], [-2.861, -3.160, -0.911], [-3.333, -2.368, -0.544], [-2.299, -3.384, -0.158]], "smiles": "CCC/C(C)=C/N.O.O.O.O.O.O.O.O", "homo_ev": -8.61, "multiplicity": 1, "homo_lumo_gap_ev": 8.72}